Entry 1:
C17H41F12LiN2O5P2 | the ωB97M-V functional and the def2-TZVPD basis

Cartesian coordinates (Å):
Li  0.647  0.082  -0.025
C  -1.691  -3.356  3.518
C  -0.674  -4.436  3.356
N  -0.534  -4.945  1.924
C  0.463  -6.049  1.923
C  -1.873  -5.267  1.306
C  -2.782  -6.131  2.139
C  0.046  -3.837  1.054
C  1.441  -3.353  1.396
O  2.396  -4.203  0.791
C  3.720  -3.749  1.033
H  -1.691  -3.018  4.556
H  -2.719  -3.652  3.309
H  -1.522  -2.439  2.956
H  -0.850  -5.358  3.917
H  0.301  -4.132  3.735
H  0.895  -6.108  0.927
H  0.024  -7.011  2.182
H  1.294  -5.810  2.579
H  -1.597  -5.782  0.386
H  -2.308  -4.303  1.062
H  -3.787  -6.200  1.723
H  -2.994  -5.717  3.130
H  -2.418  -7.135  2.359
H  -0.608  -2.966  1.080
H  0.050  -4.223  0.036
H  1.576  -3.339  2.484
H  1.499  -2.336  1.045
H  3.921  -2.798  0.535
H  4.380  -4.507  0.614
H  3.918  -3.649  2.104
C  -0.581  3.444  0.088
C  -0.318  4.743  -0.642
N  -1.097  4.841  -1.953
C  -2.516  5.128  -1.604
C  -0.491  6.062  -2.639
C  -1.126  6.429  -3.963
C  -0.943  3.556  -2.744
C  0.478  3.084  -2.945
O  1.225  4.005  -3.720
C  2.618  3.739  -3.655
H  -0.331  2.629  -0.577
H  -1.527  3.402  0.617
H  0.213  3.330  0.830
H  0.740  4.829  -0.881
H  -0.592  5.634  -0.078
H  -2.863  4.221  -1.107
H  -3.133  5.180  -2.499
H  -2.574  6.005  -0.973
H  0.583  5.954  -2.706
H  -0.709  6.829  -1.895
H  -1.231  5.633  -4.700
H  -0.443  7.145  -4.425
H  -2.107  6.895  -3.874
H  -1.530  3.751  -3.641
H  -1.480  2.775  -2.203
H  0.441  2.113  -3.458
H  1.038  2.842  -2.035
H  2.835  2.668  -3.667
H  3.021  4.164  -2.729
H  3.122  4.207  -4.498
O  -1.831  -1.502  -2.550
C  -1.102  -0.912  -1.553
O  -1.128  0.330  -1.443
O  -0.388  -1.640  -0.821
H  -1.718  -2.440  -2.328
P  3.244  0.834  -0.386
F  3.772  1.598  0.932
F  3.979  1.966  -1.290
F  4.535  -0.089  -0.406
F  2.629  0.154  -1.721
F  2.425  -0.264  0.554
F  1.872  1.730  -0.224
P  -0.789  0.112  2.927
F  -1.024  0.857  1.482
F  -1.806  1.083  3.709
F  -2.040  -0.865  2.521
F  -0.557  -0.751  4.275
F  0.270  -0.832  2.153
F  0.412  1.126  3.311

For the total energy, the calculation gives -82917.727 eV. As for the LUMO energy: 0.2349 eV. The gap between HOMO and LUMO is 8.936 eV. The calculation puts the HOMO energy at -0.320 Ha. The max |F| is 1.70 eV/A. As for the spin multiplicity: 1.

---

Entry 2:
C47H59IrN7O3S | the ωB97M-V functional and the def2-TZVPD basis

Cartesian coordinates (Å):
Ir  0.440  -0.072  -0.806
C  1.044  3.305  2.825
C  1.048  2.484  1.532
C  -0.391  2.264  1.045
C  1.920  3.114  0.467
C  2.102  4.482  0.444
C  3.069  5.055  -0.363
C  3.850  4.249  -1.169
C  3.684  2.874  -1.221
C  4.592  2.075  -2.128
C  4.224  2.244  -3.606
C  6.066  2.465  -1.947
C  2.675  2.290  -0.403
N  2.421  0.941  -0.473
C  3.448  0.068  -0.271
O  4.376  0.262  0.491
C  3.289  -1.197  -1.068
C  4.359  -1.972  -1.497
C  4.088  -3.064  -2.312
C  2.774  -3.367  -2.643
C  1.759  -2.558  -2.143
N  2.047  -1.498  -1.408
C  0.294  -2.822  -2.373
O  -0.094  -3.901  -2.790
N  -0.499  -1.799  -1.994
C  -1.824  -1.777  -2.381
C  -2.191  -1.786  -3.748
C  -3.535  -1.843  -4.083
C  -4.522  -1.840  -3.115
C  -4.169  -1.763  -1.777
C  -2.841  -1.716  -1.393
C  -2.457  -1.740  0.065
C  -2.319  -3.206  0.484
C  -3.430  -0.990  0.976
C  -1.160  -1.706  -4.841
C  -1.428  -0.507  -5.756
C  -1.135  -3.012  -5.639
H  0.664  2.709  3.649
H  0.415  4.187  2.744
H  2.053  3.621  3.069
H  1.508  1.517  1.763
H  -0.749  3.136  0.504
H  -1.066  2.070  1.878
H  -0.426  1.393  0.350
H  1.521  5.112  1.096
H  3.237  6.119  -0.324
H  4.626  4.705  -1.759
H  4.503  1.012  -1.890
H  4.204  3.296  -3.880
H  3.256  1.804  -3.825
H  4.974  1.745  -4.217
H  6.277  3.420  -2.424
H  6.694  1.714  -2.423
H  6.340  2.526  -0.896
H  5.363  -1.710  -1.202
H  4.899  -3.668  -2.690
H  2.526  -4.215  -3.261
H  -3.823  -1.894  -5.121
H  -5.563  -1.891  -3.398
H  -4.947  -1.769  -1.030
H  -1.464  -1.256  0.151
H  -3.292  -3.692  0.465
H  -1.906  -3.299  1.486
H  -1.662  -3.734  -0.203
H  -4.363  -1.536  1.089
H  -3.656  0.003  0.589
H  -2.992  -0.869  1.965
H  -0.176  -1.558  -4.385
H  -2.336  -0.644  -6.337
H  -0.601  -0.384  -6.451
H  -1.524  0.406  -5.171
H  -2.099  -3.201  -6.104
H  -0.899  -3.841  -4.976
H  -0.381  -2.958  -6.421
C  -4.315  2.699  -1.937
C  -2.897  2.401  -2.248
C  -1.937  3.109  -2.941
C  -0.765  2.342  -2.880
N  -0.990  1.241  -2.167
N  -2.283  1.291  -1.786
C  0.547  2.632  -3.506
H  -4.650  3.581  -2.475
H  -4.436  2.882  -0.871
H  -4.945  1.853  -2.208
H  -2.060  4.046  -3.444
H  -2.718  0.456  -1.409
H  0.413  3.336  -4.321
H  0.969  1.709  -3.896
H  1.238  3.065  -2.786
C  1.176  0.969  6.748
C  1.244  0.345  5.361
C  -0.167  0.070  4.833
N  -0.164  -0.420  3.464
C  0.327  -1.581  3.025
S  0.836  -1.766  1.425
N  0.472  -2.674  3.815
C  -0.043  -3.099  5.066
O  0.668  -3.794  5.744
C  -1.442  -2.777  5.408
C  -2.389  -2.430  4.447
C  -3.705  -2.220  4.811
C  -4.096  -2.369  6.133
C  -3.169  -2.753  7.090
C  -1.850  -2.961  6.733
H  2.175  1.191  7.109
H  0.700  0.286  7.447
H  0.607  1.896  6.730
H  1.800  -0.592  5.407
H  1.776  1.014  4.682
H  -0.758  0.988  4.830
H  -0.665  -0.646  5.488
H  -0.117  0.309  2.763
H  1.167  -3.329  3.469
H  -2.103  -2.352  3.411
H  -4.431  -1.963  4.055
H  -5.127  -2.208  6.409
H  -3.482  -2.912  8.110
H  -1.125  -3.276  7.466

For the total energy, the calculation gives -79938.153 eV. As for the LUMO energy (alpha / beta): -2.6797 / -5.3794 eV. Its charge is +1. The gap between HOMO and LUMO (alpha / beta) is 7.349 / 4.835 eV. The calculation puts the HOMO energy (alpha / beta) at -0.369 / -0.375 Ha. The max |F| is 1.93 eV/A. As for the spin multiplicity: 5. Its expectation value of S² is 6.0307.

---

Entry 3:
C34H77O24P3 | the ωB97M-V functional and the def2-TZVPD basis

Cartesian coordinates (Å):
C  -0.210  -0.923  5.333
C  -1.290  -0.622  4.271
O  -1.722  0.703  4.436
P  -2.744  1.402  3.336
O  -2.835  0.606  2.116
O  -2.049  2.864  3.088
C  -0.710  2.967  2.560
C  0.102  3.546  3.699
O  -4.112  1.668  4.127
C  -4.502  0.701  5.101
C  -5.069  -0.497  4.319
H  -0.452  -0.516  6.315
H  -0.029  -1.992  5.227
H  0.680  -0.348  5.078
H  -0.930  -0.647  3.243
H  -2.119  -1.325  4.354
H  -0.420  2.007  2.133
H  -0.799  3.560  1.650
H  0.117  2.815  4.508
H  1.134  3.778  3.438
H  -0.452  4.291  4.270
H  -3.672  0.376  5.729
H  -5.244  1.052  5.818
H  -5.513  -0.077  3.415
H  -4.337  -1.243  4.010
H  -5.904  -0.927  4.872
C  1.746  5.902  -7.679
C  1.284  4.505  -7.865
O  2.197  3.578  -7.069
P  1.870  3.212  -5.524
O  2.621  3.961  -4.458
O  0.270  3.219  -5.475
C  -0.421  2.514  -4.465
C  -0.691  3.427  -3.230
O  2.297  1.660  -5.499
C  2.186  0.861  -6.647
C  0.799  0.461  -7.020
H  1.791  6.120  -6.612
H  2.791  6.068  -7.939
H  1.010  6.664  -7.936
H  0.226  4.303  -7.697
H  1.327  4.259  -8.926
H  -1.221  1.919  -4.906
H  0.223  1.710  -4.108
H  -0.582  2.835  -2.321
H  -0.078  4.325  -3.150
H  -1.699  3.834  -3.311
H  2.733  1.311  -7.476
H  2.724  -0.066  -6.451
H  0.118  0.069  -6.265
H  0.313  1.229  -7.622
H  0.855  -0.350  -7.746
C  -6.703  -1.749  0.864
C  -8.017  -2.537  0.768
O  -8.257  -2.647  -0.624
P  -7.686  -3.981  -1.419
O  -8.027  -4.048  -2.838
O  -6.146  -4.059  -0.929
C  -5.291  -3.565  -1.842
C  -3.905  -3.359  -1.174
O  -8.330  -5.176  -0.584
C  -7.885  -6.480  -0.783
C  -8.516  -7.194  -2.051
H  -6.607  -1.273  1.840
H  -5.859  -2.434  0.784
H  -6.746  -0.992  0.081
H  -8.013  -3.394  1.443
H  -8.876  -1.993  1.160
H  -5.328  -4.317  -2.630
H  -5.717  -2.724  -2.390
H  -3.747  -4.133  -0.423
H  -3.096  -3.413  -1.902
H  -3.921  -2.384  -0.687
H  -6.802  -6.566  -0.864
H  -8.258  -7.106  0.029
H  -9.600  -7.080  -2.044
H  -8.273  -6.754  -3.018
H  -8.357  -8.269  -2.141
C  3.460  0.082  0.864
C  2.502  1.201  0.843
O  1.284  0.733  0.732
C  0.636  0.567  -0.432
O  1.181  0.646  -1.521
O  -0.588  0.162  -0.272
C  -1.310  -0.420  -1.430
H  3.394  -0.300  -0.155
H  3.481  -0.725  1.596
H  4.466  0.497  0.924
H  2.819  1.766  -0.035
H  2.628  1.833  1.722
H  -1.245  0.240  -2.295
H  -2.359  -0.541  -1.157
H  -0.879  -1.400  -1.636
C  3.579  -3.848  0.417
C  3.408  -4.881  -0.716
O  4.461  -4.772  -1.702
C  4.632  -5.756  -2.569
O  3.871  -6.736  -2.744
O  5.631  -5.509  -3.354
C  5.945  -6.291  -4.506
H  3.725  -2.798  0.165
H  4.463  -4.102  1.001
H  2.757  -3.947  1.126
H  2.457  -4.720  -1.225
H  3.287  -5.896  -0.336
H  5.654  -7.313  -4.747
H  6.957  -6.165  -4.891
H  5.238  -5.781  -5.161
C  5.855  5.485  3.265
C  6.162  4.265  2.470
O  5.174  3.853  1.508
C  5.334  4.203  0.118
O  6.269  4.720  -0.415
O  4.129  3.841  -0.390
C  3.893  3.912  -1.711
H  5.036  5.274  3.952
H  5.394  6.216  2.601
H  6.764  5.919  3.683
H  6.448  3.458  3.145
H  7.153  4.392  2.036
H  3.139  3.130  -1.802
H  4.695  3.523  -2.338
H  3.597  4.898  -2.070
C  4.142  0.015  4.081
C  4.385  0.238  5.583
O  3.535  1.299  5.924
C  2.587  1.172  6.845
O  2.431  0.103  7.412
O  1.877  2.267  6.826
C  0.565  2.275  7.393
H  4.879  -0.604  3.571
H  3.927  0.979  3.619
H  3.235  -0.569  3.924
H  5.373  0.643  5.805
H  4.138  -0.678  6.118
H  0.627  1.890  8.411
H  -0.118  1.637  6.832
H  0.197  3.300  7.425

For the total energy, the calculation gives -113516.893 eV. The value obtained for the energy above the lowest of the compared OMol25 structures with the same formula, charge and spin is 0.0 kcal per mole. As for the LUMO energy: 0.3448 eV. The gap between HOMO and LUMO is 10.733 eV. The calculation puts the HOMO energy at -0.382 Ha. The max |F| is 6.65 eV/A. As for the spin multiplicity: 1.

---

Entry 4:
C51H83BN11OP2Si2Sr | the ωB97M-V functional and the def2-TZVPD basis

Cartesian coordinates (Å):
Sr  1.391  -0.207  0.083
C  6.112  -0.601  1.847
C  5.295  -0.871  0.740
N  4.099  -1.311  1.106
N  4.125  -1.342  2.467
C  5.320  -0.907  2.925
B  2.861  -1.514  3.359
N  1.837  -2.499  2.727
C  1.439  -3.681  3.238
C  0.484  -4.220  2.405
C  0.352  -3.273  1.386
N  1.161  -2.242  1.584
N  2.260  -0.092  3.490
C  2.325  0.834  4.462
C  1.902  2.039  3.942
C  1.593  1.761  2.604
N  1.821  0.474  2.341
N  3.297  -2.104  4.702
C  4.183  -3.117  4.864
C  4.188  -3.465  6.192
C  3.246  -2.593  6.776
N  2.712  -1.781  5.880
H  7.123  -0.231  1.856
H  5.530  -0.769  -0.310
H  5.517  -0.837  3.983
H  1.845  -4.058  4.162
H  -0.034  -5.157  2.520
H  -0.261  -3.297  0.501
H  2.664  0.566  5.447
H  1.816  2.981  4.456
H  1.248  2.414  1.804
H  4.737  -3.510  4.026
H  4.774  -4.232  6.668
H  2.945  -2.523  7.811
C  -2.704  -2.131  3.333
P  -2.765  -1.111  1.813
C  -4.092  0.104  2.318
N  -4.977  -0.238  3.209
C  -6.086  0.544  3.336
C  -7.081  0.202  4.285
C  -8.251  0.898  4.323
C  -8.480  1.973  3.423
C  -7.524  2.335  2.523
C  -6.293  1.635  2.479
N  -5.299  2.065  1.651
C  -4.199  1.368  1.607
P  -2.681  2.063  0.776
C  -3.459  3.217  -0.415
C  -2.161  3.219  2.162
C  -1.562  2.335  3.259
C  -1.080  4.126  1.553
C  -3.263  4.077  2.779
C  -3.848  -2.152  0.653
C  -5.317  -2.274  1.054
C  -3.251  -3.556  0.561
C  -3.748  -1.465  -0.715
H  -3.690  -2.463  3.658
H  -2.265  -1.515  4.120
H  -2.043  -2.980  3.164
H  -6.891  -0.635  4.945
H  -9.021  0.622  5.032
H  -9.418  2.511  3.463
H  -7.672  3.154  1.830
H  -4.236  3.829  0.040
H  -3.902  2.625  -1.218
H  -2.677  3.840  -0.849
H  -0.731  1.739  2.889
H  -2.311  1.650  3.670
H  -1.195  2.956  4.083
H  -0.449  3.594  0.830
H  -0.433  4.515  2.346
H  -1.531  4.979  1.038
H  -3.953  3.486  3.383
H  -3.848  4.610  2.029
H  -2.799  4.820  3.436
H  -5.436  -2.560  2.101
H  -5.791  -3.042  0.434
H  -5.862  -1.340  0.900
H  -3.306  -4.081  1.518
H  -2.211  -3.533  0.243
H  -3.810  -4.139  -0.177
H  -4.108  -0.432  -0.667
H  -4.351  -1.999  -1.456
H  -2.716  -1.436  -1.068
C  2.802  -4.697  -3.469
C  2.822  -3.570  -2.425
C  2.379  -4.170  -1.085
C  4.276  -3.131  -2.213
Si  1.719  -1.970  -2.850
C  2.651  -1.009  -4.306
C  3.780  -0.159  -3.698
C  1.680  -0.043  -4.996
C  3.263  -1.891  -5.405
C  -0.018  -2.604  -3.561
C  -0.616  -3.641  -2.606
C  -1.006  -1.430  -3.584
C  0.009  -3.231  -4.964
H  3.531  -5.475  -3.194
H  3.055  -4.349  -4.470
H  1.823  -5.179  -3.517
H  3.040  -5.010  -0.821
H  1.359  -4.552  -1.106
H  2.450  -3.429  -0.287
H  4.852  -3.956  -1.768
H  4.330  -2.284  -1.524
H  4.769  -2.856  -3.145
H  3.416  0.454  -2.870
H  4.198  0.514  -4.460
H  4.596  -0.774  -3.320
H  1.152  0.587  -4.281
H  0.938  -0.574  -5.594
H  2.235  0.616  -5.679
H  4.079  -2.507  -5.028
H  3.676  -1.259  -6.207
H  2.522  -2.554  -5.856
H  -0.663  -3.249  -1.584
H  -0.045  -4.569  -2.591
H  -1.640  -3.889  -2.918
H  -1.071  -0.952  -2.603
H  -2.011  -1.786  -3.859
H  -0.722  -0.661  -4.299
H  0.746  -4.030  -5.044
H  0.231  -2.492  -5.735
H  -0.974  -3.665  -5.203
O  1.127  2.613  -0.179
N  1.940  3.627  -0.607
C  2.680  3.348  -1.829
C  3.353  4.604  -2.325
C  3.393  5.744  -1.612
C  2.742  5.852  -0.337
C  2.027  4.759  0.079
H  3.439  2.570  -1.593
H  3.851  4.523  -3.285
H  3.903  6.610  -2.021
H  2.760  6.754  0.254
H  1.456  4.764  1.000
C  -1.241  2.311  -2.922
Si  0.105  3.584  -3.197
C  0.050  4.087  -5.003
C  -0.296  5.085  -2.173
C  1.750  2.722  -2.882
H  -2.240  2.754  -2.991
H  -1.129  1.870  -1.927
H  -1.180  1.506  -3.661
H  -0.953  4.425  -5.286
H  0.311  3.244  -5.651
H  0.750  4.903  -5.210
H  -1.166  5.595  -2.602
H  0.535  5.793  -2.129
H  -0.536  4.793  -1.147
H  2.323  2.632  -3.810
H  1.496  1.710  -2.558

For the total energy, the calculation gives -108523.210 eV. The value obtained for the energy above the lowest of the compared OMol25 structures with the same formula, charge and spin is 23.1 kcal per mole. As for the LUMO energy: 1.3452 eV. Its charge is -1. The gap between HOMO and LUMO is 4.855 eV. The calculation puts the HOMO energy at -0.129 Ha. The max |F| is 1.58 eV/A. As for the spin multiplicity: 1.

---

Entry 5:
C3H5N2O | the ωB97M-V functional and the def2-TZVPD basis

Cartesian coordinates (Å):
C  -0.858  -0.494  0.125
C  1.304  0.601  0.206
C  -0.537  0.537  -1.128
N  0.419  -0.334  0.811
N  -1.597  -1.449  0.501
O  0.577  0.997  -1.055
H  1.304  1.621  0.545
H  2.302  0.234  0.177
H  -1.195  0.760  -1.910
H  0.825  -0.869  1.524
H  -2.545  -1.604  0.204

For the total energy, the calculation gives -8209.417 eV. The value obtained for the energy above the lowest of the compared OMol25 structures with the same formula, charge and spin is 87.1 kcal per mole. As for the LUMO energy: -6.4428 eV. Its charge is +1. The gap between HOMO and LUMO is 8.111 eV. The calculation puts the HOMO energy at -0.535 Ha. The max |F| is 5.01 eV/A. As for the spin multiplicity: 1.